# 1
Computed, not measured: a structure of composition C26H34F18O14Pb at a distorted geometry, with the ωB97M-V functional and the def2-TZVPD basis.

* E_HOMO: -6.21 eV

The geometry in ORCA input format:
```
! RIJCOSX wB97M-V def2-TZVPD def2/J DEFGRID3
* xyz 0 1
Pb -0.09410 -0.12923 0.37823
O -3.13068 1.70756 2.11553
C -3.02915 2.94461 2.79137
C -1.89722 3.97700 2.41006
O -0.62251 3.47495 2.11507
H -2.94689 2.74720 3.86019
H -3.92490 3.56347 2.73902
H -1.75711 4.69953 3.21407
H -2.22168 4.52541 1.52572
C 0.86367 1.50392 7.57566
C 1.17278 0.66965 6.43052
O 1.33178 -0.68880 6.86107
C 1.41766 -1.59704 5.92246
O 1.14097 -1.40349 4.72579
C 1.86033 -3.03252 6.61469
F 2.65574 -3.67641 5.81335
F 2.45065 -2.88618 7.80080
F 0.75052 -3.69614 6.72656
H 0.71806 2.45479 7.06309
H 1.66637 1.60720 8.30580
H -0.04074 1.24638 8.12685
H 2.01635 0.95231 5.80073
H 0.32124 0.67288 5.75010
C -6.07571 3.17868 -2.92788
C -4.96204 2.12942 -3.25424
O -5.47159 0.89747 -3.64118
C -4.70936 -0.26434 -3.43795
O -3.51138 -0.24835 -2.99791
C -5.38851 -1.55192 -4.03546
F -4.59024 -2.11954 -4.94018
F -5.73724 -2.45686 -3.14548
F -6.50900 -1.12806 -4.76427
H -6.81854 3.40016 -3.69421
H -5.55895 4.12754 -2.78395
H -6.61789 2.92469 -2.01704
H -4.18805 2.18967 -2.48912
H -4.60051 2.57830 -4.17939
C -6.05849 -5.50501 2.78883
C -4.93213 -4.83434 2.03787
O -4.00533 -5.86522 1.76482
C -2.70571 -5.47993 1.41121
O -2.43906 -4.35286 1.05674
C -1.58386 -6.50340 1.54640
F -0.58412 -5.98497 2.14142
F -1.98193 -7.54873 2.29627
F -1.26443 -6.90033 0.36606
H -5.83283 -5.95479 3.75571
H -6.50647 -6.29146 2.18145
H -6.85989 -4.79771 3.00232
H -4.41292 -4.20997 2.76498
H -5.22131 -4.21775 1.18681
C 5.59089 3.78903 2.47638
C 5.62302 2.82714 1.23881
O 6.28894 1.65461 1.67490
C 5.62040 0.50791 1.58058
O 4.41341 0.45624 1.34293
C 6.53818 -0.70841 1.87998
F 6.40056 -1.07634 3.08978
F 6.09554 -1.73761 1.21975
F 7.86313 -0.38987 1.72032
H 6.61570 4.15460 2.41151
H 5.28906 3.35326 3.42879
H 4.90913 4.61106 2.25822
H 6.06774 3.37561 0.40845
H 4.54118 2.71084 1.17378
C 1.48169 7.58115 -2.63215
C 0.93149 6.16858 -2.56324
O 1.15719 5.58774 -3.80657
C 0.93633 4.23561 -4.00658
O 0.89361 3.34726 -3.14087
C 0.75338 3.91861 -5.54069
F 1.93135 3.74980 -6.11554
F 0.04258 2.77981 -5.62514
F 0.13054 4.94708 -6.13627
H 2.49495 7.46085 -3.01550
H 1.57150 8.10031 -1.67794
H 0.85317 8.20298 -3.26964
H -0.10728 6.01736 -2.26965
H 1.54502 5.55469 -1.90382
C 1.72281 -6.00797 -5.57330
C 1.20062 -4.62375 -5.35278
O 2.29524 -3.68048 -5.33898
C 2.72209 -2.93106 -4.21988
O 2.05129 -2.89431 -3.18306
C 4.02778 -2.11412 -4.39496
F 4.16897 -1.60844 -5.59764
F 4.08992 -1.08722 -3.64879
F 4.99527 -3.00382 -4.07775
H 2.26993 -6.44142 -4.73612
H 2.31260 -6.19912 -6.46980
H 0.79218 -6.57297 -5.62617
H 0.66084 -4.56161 -4.40786
H 0.64435 -4.30105 -6.23285
*
```

The molecule's Löwdin atomic charges, reported in e, are given here:
1. Pb 0.8520
2. O -0.2590
3. C -0.3496
4. C -0.3525
5. O -0.2547
6. H 0.0868
7. H 0.0925
8. H 0.0976
9. H 0.0872
10. C -0.0718
11. C -0.2319
12. O 0.0310
13. C -0.3322
14. O 0.0966
15. C -0.5970
16. F 0.1951
17. F 0.1710
18. F 0.1975
19. H 0.0929
20. H 0.0865
21. H 0.0925
22. H 0.1406
23. H 0.1313
24. C -0.0588
25. C -0.2318
26. O 0.0007
27. C -0.2168
28. O 0.0827
29. C -0.5037
30. F 0.1672
31. F 0.1924
32. F 0.0988
33. H 0.0726
34. H 0.0743
35. H 0.0729
36. H 0.1294
37. H 0.1223
38. C -0.0693
39. C -0.2318
40. O -0.0050
41. C -0.3001
42. O 0.1493
43. C -0.6672
44. F 0.2397
45. F 0.1587
46. F 0.2285
47. H 0.0820
48. H 0.0782
49. H 0.0790
50. H 0.1265
51. H 0.1314
52. C -0.0557
53. C -0.1961
54. O 0.0278
55. C -0.3304
56. O 0.1177
57. C -0.6061
58. F 0.2239
59. F 0.2055
60. F 0.1441
61. H 0.0704
62. H 0.0826
63. H 0.0758
64. H 0.1315
65. H 0.1104
66. C -0.0504
67. C -0.2432
68. O -0.0165
69. C -0.2758
70. O 0.1257
71. C -0.5445
72. F 0.1833
73. F 0.1582
74. F 0.1618
75. H 0.0832
76. H 0.0802
77. H 0.0799
78. H 0.1366
79. H 0.1234
80. C -0.0746
81. C -0.2097
82. O -0.0264
83. C -0.2620
84. O 0.1100
85. C -0.6273
86. F 0.1919
87. F 0.2323
88. F 0.1603
89. H 0.0824
90. H 0.0830
91. H 0.0806
92. H 0.1226
93. H 0.1287


# 2
Computed, not measured: a structure of composition C26H35BrN4O6PRuS at a distorted geometry, with the ωB97M-V functional and the def2-TZVPD basis.

* <S²>: 0.772
* E_HOMO (spin up / spin down): -8.43 / -8.46 eV

The geometry in ORCA input format:
```
! RIJCOSX wB97M-V def2-TZVPD def2/J DEFGRID3
* xyz 0 2
Ru 0.31345 0.00982 -0.09117
C 5.94103 0.77321 -0.03641
C 4.69174 0.60231 0.78434
C 4.72820 0.33678 2.14806
C 3.55276 0.16486 2.86181
C 2.37238 0.25947 2.15903
Br 0.69194 -0.00834 2.98848
N 2.31250 0.51771 0.87420
C 3.44246 0.69220 0.19450
H 6.81605 0.87939 0.60270
H 5.86332 1.65528 -0.67282
H 6.09468 -0.09286 -0.68454
H 5.68356 0.27183 2.65595
H 3.54734 -0.03012 3.92399
H 3.32817 0.91770 -0.85929
C -1.62349 3.00474 -2.84391
N -2.09699 1.62862 -2.73926
C -3.40556 1.19746 -2.73194
C -3.38598 -0.14198 -2.55626
N -2.06954 -0.51268 -2.47841
C -1.28962 0.57433 -2.54922
S 0.42748 0.58895 -2.50696
H -2.46362 3.68210 -2.72073
H -1.15439 3.16823 -3.81251
H -0.88926 3.17872 -2.06038
H -4.23383 1.87504 -2.83285
H -4.19337 -0.84434 -2.45596
H -1.67944 -1.40240 -2.16501
O 2.03967 3.10651 1.07228
C 1.01001 3.17738 0.41583
O 0.38311 2.24838 -0.23754
C 0.31923 4.51813 0.27271
C 1.07398 5.67383 0.12096
C 0.43896 6.90008 -0.02515
C -0.94795 6.97431 0.00279
C -1.70211 5.81924 0.16674
C -1.07045 4.58817 0.29114
H 2.15418 5.60150 0.11720
H 1.02812 7.80054 -0.14968
H -1.44106 7.93330 -0.10004
H -2.78348 5.87684 0.20411
H -1.64489 3.67657 0.41220
C -0.06798 -4.73194 1.19619
C 1.12454 -5.07783 0.31097
C 2.42330 -5.04879 1.10621
C 0.92685 -6.43663 -0.33844
O 1.22910 -4.13710 -0.80686
P 1.02641 -2.57115 -0.68497
O 1.48385 -2.01093 0.62875
O -0.39460 -2.15008 -1.00490
O 1.92726 -1.97288 -1.85562
C 3.11195 -2.47866 -2.51792
C 3.63583 -1.30779 -3.33672
C 2.71946 -3.62283 -3.44670
C 4.15255 -2.91854 -1.49531
H -0.23466 -5.52739 1.92285
H -0.96068 -4.61486 0.57925
H 0.10625 -3.79501 1.72580
H 2.33533 -5.68375 1.98921
H 2.63767 -4.02778 1.42394
H 3.25273 -5.41282 0.49730
H 0.92461 -7.21219 0.42841
H 1.73165 -6.64029 -1.04670
H -0.02236 -6.46312 -0.87619
H 2.82114 -0.87260 -3.91651
H 4.41834 -1.64531 -4.01719
H 4.04360 -0.53213 -2.68368
H 2.00026 -3.26148 -4.18410
H 2.25752 -4.42644 -2.87785
H 3.59885 -4.00702 -3.96556
H 4.29145 -2.13093 -0.75031
H 5.10384 -3.11706 -1.99136
H 3.82560 -3.82199 -0.98187
N -2.73461 0.81742 0.37838
C -1.62666 0.48490 0.41646
*
```

The molecule's Löwdin atomic charges, reported in e, are given here:
1. Ru 1.0725
2. C -0.0346
3. C -0.2374
4. C -0.0012
5. C -0.0682
6. C -0.7338
7. Br 0.8535
8. N -0.0881
9. C -0.0801
10. H 0.0785
11. H 0.0874
12. H 0.0754
13. H 0.1205
14. H 0.1090
15. H 0.1251
16. C -0.0020
17. N -0.0898
18. C -0.0477
19. C -0.0631
20. N 0.0813
21. C -0.7238
22. S 0.7736
23. H 0.0974
24. H 0.0962
25. H 0.0606
26. H 0.1263
27. H 0.1242
28. H 0.1126
29. O 0.0448
30. C -0.5729
31. O -0.2389
32. C -0.1417
33. C -0.0255
34. C -0.0857
35. C -0.0982
36. C -0.0847
37. C -0.0411
38. H 0.1148
39. H 0.0988
40. H 0.0973
41. H 0.1001
42. H 0.1061
43. C -0.0317
44. C -0.6077
45. C -0.0306
46. C -0.0288
47. O -0.1636
48. P 0.2018
49. O -0.3442
50. O -0.3414
51. O -0.2321
52. C -0.6104
53. C -0.0300
54. C -0.0182
55. C -0.0112
56. H 0.0922
57. H 0.0925
58. H 0.0779
59. H 0.0926
60. H 0.0774
61. H 0.0805
62. H 0.0911
63. H 0.0865
64. H 0.0912
65. H 0.0722
66. H 0.0918
67. H 0.0716
68. H 0.0951
69. H 0.0710
70. H 0.0913
71. H 0.0811
72. H 0.0945
73. H 0.0642
74. N 0.0123
75. C -0.3765


# 3
Computed, not measured: a structure of composition C26H35CaO5S at a distorted geometry, with the ωB97M-V functional and the def2-TZVPD basis.

* E_HOMO: -4.19 eV

The geometry in ORCA input format:
```
! RIJCOSX wB97M-V def2-TZVPD def2/J DEFGRID3
* xyz -1 1
O 1.69012 0.45374 -1.38907
C 1.55892 1.07326 -2.73788
C 2.91014 0.50491 -3.15883
H 1.50282 2.16291 -2.62802
H 0.67038 0.69319 -3.25854
C 3.06234 0.03218 -1.69006
H 3.64506 1.23386 -3.48556
H 2.82925 -0.32830 -3.85919
C 4.03733 0.86916 -0.89264
H 3.73410 1.92290 -0.89683
H 5.04156 0.79252 -1.33434
H 4.10063 0.52816 0.15034
C 3.25470 -1.45035 -1.47705
H 2.62429 -2.03573 -2.15495
H 3.01061 -1.73206 -0.44090
H 4.30598 -1.71664 -1.66167
Ca -0.02523 0.12151 -0.07792
C -1.32547 -1.98246 0.26890
C -2.10815 -1.03305 -0.45801
C -1.50447 -0.84920 -1.73251
H -2.98619 -0.50776 -0.09188
C -0.34039 -1.66913 -1.78710
C -0.21931 -2.35657 -0.54203
H 0.59138 -3.03442 -0.26393
H -1.52147 -2.31780 1.28659
H -1.83144 -0.14462 -2.49812
H 0.35316 -1.72572 -2.62538
C -0.49237 0.20035 2.38340
C 0.55584 -0.74053 2.24047
C 1.69107 -0.06592 1.69785
H 0.50507 -1.80790 2.45473
C 1.33559 1.30732 1.51033
C -0.01698 1.47080 1.93849
H -0.59467 2.39054 1.86559
H -1.50972 -0.00399 2.71829
H 2.65392 -0.52742 1.46942
H 1.94349 2.08236 1.04242
O 4.44431 3.16062 -5.26595
C 5.60673 2.33330 -5.54310
C 6.47032 3.01894 -6.60824
H 5.26109 1.34064 -5.91127
H 6.13936 2.16507 -4.59117
C 5.40061 3.77611 -7.42129
H 7.05354 2.32300 -7.19653
H 7.13520 3.74479 -6.12231
C 4.41058 4.17695 -6.31869
H 4.91160 3.07590 -8.11205
H 5.79252 4.62068 -7.97268
H 3.37345 4.26202 -6.67976
H 4.70025 5.16009 -5.88813
C -5.82760 -1.51503 5.64016
C -5.17097 -0.75207 4.52768
C -4.97748 0.63580 4.61136
C -4.37483 1.34748 3.56331
C -3.94447 0.68496 2.41561
C -4.15138 -0.68596 2.32278
C -4.74442 -1.39935 3.37078
S -3.22464 1.87353 0.89692
O -4.36357 1.83553 0.04290
O -3.09867 3.10878 1.60148
O -1.91587 1.61060 0.05742
H -5.25434 -1.39513 6.56282
H -6.84103 -1.13664 5.79889
H -5.89014 -2.57718 5.40539
H -5.31452 1.16501 5.50889
H -4.25996 2.42534 3.67331
H -3.87722 -1.28909 1.45793
H -4.88155 -2.48259 3.27049
*
```

The molecule's Löwdin atomic charges, reported in e, are given here:
1. O -0.2778
2. C -0.0945
3. C -0.0615
4. H 0.1281
5. H 0.1158
6. C -0.5400
7. H 0.0936
8. H 0.1166
9. C -0.0180
10. H 0.0961
11. H 0.0890
12. H 0.0800
13. C -0.0129
14. H 0.0801
15. H 0.0821
16. H 0.0927
17. Ca 1.2957
18. C -0.2201
19. C -0.2410
20. C -0.2329
21. H 0.0576
22. C -0.2428
23. C -0.2177
24. H 0.0907
25. H 0.0940
26. H 0.1002
27. H 0.0803
28. C -0.2018
29. C -0.2182
30. C -0.2398
31. H 0.0941
32. C -0.2458
33. C -0.2239
34. H 0.0853
35. H 0.0854
36. H 0.0713
37. H 0.0863
38. O -0.1594
39. C -0.2138
40. C -0.1712
41. H 0.1202
42. H 0.1165
43. C -0.1715
44. H 0.1041
45. H 0.1126
46. C -0.1913
47. H 0.1127
48. H 0.1033
49. H 0.1169
50. H 0.1190
51. C -0.0700
52. C -0.3002
53. C -0.0492
54. C -0.0707
55. C -0.1650
56. C -0.0805
57. C -0.0509
58. S 0.5216
59. O -0.3434
60. O -0.3582
61. O -0.4881
62. H 0.0759
63. H 0.0758
64. H 0.0669
65. H 0.1078
66. H 0.1043
67. H 0.0909
68. H 0.1087


# 4
Computed, not measured: a structure of composition C26H35FN6OS5SbSiTc at a distorted geometry, with the ωB97M-V functional and the def2-TZVPD basis.

* E_HOMO (spin up / spin down): -13.60 / -13.60 eV

The geometry in ORCA input format:
```
! RIJCOSX wB97M-V def2-TZVPD def2/J DEFGRID3
* xyz 2 1
Tc -0.60506 1.36282 -0.14304
C -1.70388 -1.66281 2.00058
Si -1.73612 0.04554 2.75819
C -0.69850 -0.11603 4.32638
C -3.50291 0.65273 2.95481
N -0.85828 1.39986 1.76962
C -0.50413 2.49768 2.51948
C -1.02566 2.83601 3.78985
C -0.56786 3.93868 4.47264
C 0.43183 4.75426 3.93939
C 0.93285 4.48891 2.67203
C 0.43751 3.40255 2.00325
F 0.89723 3.11271 0.76854
H -2.16788 -2.33278 2.73126
H -0.68714 -2.01253 1.84021
H -2.26077 -1.76599 1.07371
H -0.44652 -1.16503 4.48570
H -1.26119 0.21272 5.20277
H 0.23276 0.45103 4.30876
H -3.84654 0.43113 3.96962
H -4.16410 0.12511 2.26855
H -3.63465 1.71956 2.78666
H -1.81186 2.24452 4.23386
H -0.99377 4.17299 5.43835
H 0.81429 5.59741 4.49732
H 1.68555 5.10980 2.20535
S -5.09383 3.13542 0.57898
Sb -3.76188 2.58721 -1.17172
S -2.60798 0.41549 -0.81670
S -1.41048 3.39356 -0.48793
S -4.33257 2.95899 -3.32740
O 0.03181 -0.72818 -0.33191
S 0.07777 -1.65722 -1.55927
C 1.64256 -2.52462 -1.46015
C 2.13051 -3.01931 -2.66239
C 3.33791 -3.69950 -2.66973
C 4.04616 -3.86881 -1.48708
C 3.53839 -3.37886 -0.29028
C 2.32815 -2.70319 -0.27015
C -1.05487 -3.01696 -1.28519
C -0.82425 -4.00775 -0.34080
C -1.74957 -5.02757 -0.20205
C -2.88289 -5.05812 -1.00713
C -3.10003 -4.06651 -1.95262
C -2.18281 -3.03633 -2.09529
H 1.57003 -2.88653 -3.58139
H 3.72811 -4.09514 -3.59734
H 4.99963 -4.37906 -1.49768
H 4.08524 -3.52783 0.63118
H 1.92427 -2.32549 0.66147
H 0.06891 -3.99827 0.26890
H -1.58237 -5.79914 0.53719
H -3.59588 -5.86496 -0.90288
H -3.97737 -4.08900 -2.58441
H -2.33956 -2.25372 -2.82864
C 3.34786 1.65249 0.97378
C 2.70335 0.75811 -0.08493
C 3.77526 0.30619 -1.10597
C 1.60265 1.36386 -0.90668
H 4.31456 1.24027 1.25910
H 2.74668 1.72261 1.87915
H 3.51758 2.65817 0.58543
H 2.32130 -0.14670 0.39504
H 4.20808 1.17282 -1.60909
H 3.36848 -0.36868 -1.86054
H 4.57208 -0.21900 -0.58103
H 1.43856 0.78902 -1.80748
H 1.70156 2.42963 -1.11546
N -1.08670 3.56100 -5.25842
N -0.75136 2.53606 -4.45694
N -0.09394 1.48878 -4.88545
C 0.09900 0.81838 -3.76244
N -0.44566 1.44336 -2.71088
N -0.98195 2.55308 -3.18015
H -1.04602 3.31960 -6.23608
H -1.90643 4.05860 -4.93827
H 0.62678 -0.11712 -3.73411
*
```

The molecule's Löwdin atomic charges, reported in e, are given here:
1. Tc 1.0020
2. C -0.1842
3. Si 0.5362
4. C -0.1488
5. C -0.1633
6. N -0.1607
7. C -0.3091
8. C -0.0160
9. C -0.0193
10. C 0.0011
11. C 0.0317
12. C -0.2644
13. F -0.1006
14. H 0.0642
15. H 0.0230
16. H 0.0024
17. H 0.0436
18. H 0.0489
19. H 0.0413
20. H 0.0562
21. H 0.0363
22. H -0.0059
23. H 0.0957
24. H 0.1293
25. H 0.1306
26. H 0.1410
27. S 0.0159
28. Sb 0.0709
29. S 0.1998
30. S 0.3802
31. S -0.0253
32. O -0.6909
33. S 1.0459
34. C -0.3930
35. C -0.0738
36. C -0.0406
37. C -0.0362
38. C -0.0432
39. C -0.0997
40. C -0.3843
41. C -0.0702
42. C -0.0387
43. C -0.0335
44. C -0.0433
45. C -0.0934
46. H 0.1194
47. H 0.1219
48. H 0.1213
49. H 0.1213
50. H 0.1125
51. H 0.1117
52. H 0.1212
53. H 0.1217
54. H 0.1207
55. H 0.1067
56. C -0.0556
57. C -0.4503
58. C -0.0395
59. C -0.0815
60. H 0.0915
61. H 0.0707
62. H 0.0910
63. H 0.1015
64. H 0.1002
65. H 0.0700
66. H 0.0942
67. H 0.0196
68. H 0.0908
69. N 0.1707
70. N -0.2582
71. N 0.1712
72. C -0.1987
73. N -0.1170
74. N -0.0114
75. H 0.1255
76. H 0.0882
77. H 0.0908


ΔE to the lowest compared entry with this formula, charge and spin values (in kcal per mole) by entry order: 297.97 50.51 0.00 116.34.